1.
Density functional theory data (ωB97M-V with the def2-TZVPD basis set) for C12H20MnNO14 as an isolated structure in a non-equilibrium geometry.

```
48
Properties=species:S:1:pos:R:3:forces:R:3
Mn 1.177554 0.678787 -0.740332 3.374 0.787 -1.617
O 3.807548 1.480076 -0.768749 -2.341 -0.095 0.331
H 3.762753 2.321887 -0.274922 -0.044 -0.574 -0.193
O 1.421734 0.987787 -3.452328 -0.512 -0.191 1.344
H 0.855700 1.111258 -4.239014 -0.045 -0.161 0.911
N 2.267843 -0.249323 3.111568 2.519 1.280 -1.880
O 1.372470 -0.131061 2.268447 -2.350 -0.105 -2.049
O 3.445110 -0.235932 2.740895 0.884 -0.531 -0.526
O 2.014756 -0.248482 4.274139 -1.458 -0.492 3.724
C 1.551733 6.021041 4.719448 -0.047 1.094 0.734
C 0.476134 6.062810 3.641871 0.683 0.863 1.074
C 0.767876 6.836309 2.362380 -0.084 4.427 0.981
O 0.574480 6.036532 1.259283 -0.550 -0.657 0.440
C 0.447543 4.802566 1.769794 2.559 -2.821 -1.468
O 0.677053 3.830536 1.083327 -1.563 1.018 1.396
O 0.393430 4.827031 3.131126 -0.959 -4.345 -2.492
H 2.574008 5.931226 4.352071 -0.123 0.297 -0.260
H 1.464581 5.258642 5.493566 -0.612 -0.522 -0.539
H 1.391484 6.917846 5.317886 0.620 0.481 -0.094
H -0.486954 6.267624 4.109424 -0.102 0.624 -0.029
H 1.739301 7.330532 2.349315 0.520 -0.619 0.021
H 0.114346 7.702692 2.260509 -0.388 0.025 0.121
C -6.759063 -1.416509 -1.107848 0.434 1.016 -0.175
C -5.877509 -1.027925 0.115297 -3.524 -2.051 -2.314
C -5.220794 -2.221729 0.799118 -0.613 0.734 -1.348
O -3.864755 -1.900650 0.652873 1.389 1.012 0.226
C -3.694367 -0.785794 -0.125934 4.376 2.151 1.187
O -2.571398 -0.248451 -0.290831 -4.652 -2.288 -0.016
O -4.892715 -0.268682 -0.490427 2.016 0.530 0.667
H -6.111993 -1.827773 -1.882605 -0.119 -0.941 0.261
H -6.970254 -0.468066 -1.601776 -0.583 0.243 0.242
H -7.700317 -1.934164 -0.922987 0.306 -0.240 0.053
H -6.578035 -0.543328 0.795410 0.764 0.913 0.207
H -5.286450 -3.158483 0.245678 -0.894 -0.124 0.384
H -5.717067 -2.173219 1.768367 1.223 -0.900 0.604
C 2.489552 -6.161076 -4.251025 0.918 -0.499 1.730
C 3.148093 -5.607837 -2.923714 -0.080 -1.217 -1.788
C 4.136998 -4.481980 -3.329374 -2.127 -0.952 -0.519
O 3.374822 -3.362277 -2.949893 0.769 0.683 0.156
C 2.311662 -3.689755 -2.200956 -0.653 3.412 2.444
O 1.715658 -2.821589 -1.592223 0.198 -1.751 -1.172
O 2.092145 -4.997069 -2.091212 1.923 -0.997 -1.274
H 1.861450 -5.336594 -4.588360 -0.137 -0.511 -0.536
H 2.025521 -7.137860 -4.114371 -1.013 0.449 0.466
H 3.255070 -6.507731 -4.945247 0.353 0.934 -0.271
H 3.744386 -6.362575 -2.410974 -0.787 -0.176 0.504
H 4.149184 -4.459938 -4.419087 0.644 0.009 0.038
H 5.129695 -4.639330 -2.907601 -0.114 0.779 0.316
```
Forces are in eV/Å.

## Properties
DFT total energy: -2728.07204 hartree
frontier orbital gap (alpha / beta): 6.24 / 6.27 eV
charge: -1
2S+1: 6
expectation value of S²: 8.76

---

2.
Density functional theory data (ωB97M-V with the def2-TZVPD basis set) for a 5-piece molecular cluster, C4H15NO3 overall in a non-equilibrium geometry.

```
23
Properties=species:S:1:pos:R:3:forces:R:3
N -0.881672 -0.069381 -1.053327 -0.243 0.555 -0.330
C -1.691625 -0.572356 0.071987 2.049 1.696 1.593
C -1.169760 0.331256 1.221680 -0.195 0.536 0.470
C -1.328692 1.722046 0.536849 0.350 -1.111 -0.147
C -0.703690 1.411544 -0.828157 -0.498 -1.062 0.605
H 0.104979 -0.401271 -0.882488 -1.674 -0.533 -0.136
H -2.762770 -0.455593 0.253396 -0.418 -0.473 -1.693
H -1.295723 -1.655587 0.235289 -0.769 0.488 -0.110
H -1.708753 0.268175 2.198164 0.313 -0.132 -0.643
H -0.102982 0.113101 1.335520 -0.230 0.100 0.318
H -2.379983 1.973730 0.406543 -0.247 0.027 0.137
H -0.820933 2.568606 0.975398 0.164 0.107 0.523
H -1.205383 2.012189 -1.575559 0.393 0.136 -0.585
H 0.369595 1.487242 -0.719575 0.218 0.934 -0.515
H 1.944208 -1.133684 -0.864733 0.346 0.310 -0.206
H 1.373464 -2.670717 0.039690 -0.053 -0.073 0.210
O 1.189093 -1.746493 0.227317 0.373 0.016 -0.241
H 2.544445 -1.201587 -2.351456 0.021 0.396 0.308
H -1.023382 -2.501646 0.661247 0.392 -1.334 0.503
O 2.522417 -0.592895 -1.595823 -0.239 -0.782 -0.276
H 2.807115 0.721069 0.047426 -0.142 -0.078 -0.156
H 2.051149 -0.291855 0.892661 -0.262 0.356 -0.263
O 2.168873 0.684111 0.767951 0.352 -0.077 0.635
```
Forces are in eV/Å.

## Properties
DFT total energy: -441.76155 hartree
frontier orbital gap (alpha / beta): 7.75 / 8.36 eV
relative energy (zero: lowest compared OMol25 entry of this formula, charge and spin): 54.1 kcal/mol
charge: -1
2S+1: 2
expectation value of S²: 0.75